(1)
Formula: C19H16Br3N3O6
Source: the Open Molecules 2025 dataset
Level of theory: ωB97M-V/def2-TZVPD

Its energy above the lowest of the compared OMol25 structures with the same formula, charge and spin is 1.2920 eV. The calculation puts the highest occupied orbital energy (spin up / spin down) at -11.86 / -11.86 eV.

```
! RIJCOSX wB97M-V def2-TZVPD def2/J DEFGRID3
* xyz 1 2
C 2.21 -0.65 -2.28
Br 1.54 -0.90 -0.46
Br 3.59 0.83 -2.43
Br 0.69 -0.18 -3.44
H 2.63 -1.60 -2.61
C -2.10 -4.21 -1.15
C -1.13 -4.57 -0.24
C 0.24 -4.45 -0.59
C 0.60 -4.06 -1.95
C -0.41 -3.86 -2.86
C -1.74 -3.94 -2.49
N 2.01 -3.91 -2.34
O 2.81 -3.87 -1.44
O 2.29 -3.89 -3.54
H -3.17 -4.10 -1.14
H -1.31 -4.68 0.82
H 0.87 -4.59 0.27
H -0.05 -3.66 -3.85
H -2.45 -3.59 -3.22
C -0.50 0.65 4.43
C 0.37 1.03 5.53
C 1.66 0.48 5.67
C 2.17 -0.18 4.54
C 1.35 -0.49 3.43
C 0.02 -0.02 3.36
N 3.51 -0.83 4.55
O 3.99 -1.03 3.42
O 4.16 -0.89 5.58
H -1.51 0.88 4.74
H 0.00 1.65 6.33
H 2.21 0.74 6.56
H 1.65 -0.98 2.52
H -0.50 -0.14 2.42
C -0.22 3.23 -2.32
C -0.36 3.91 -1.15
C -1.48 4.72 -0.98
C -2.60 4.62 -1.80
C -2.53 3.73 -2.93
C -1.30 3.17 -3.27
N -3.82 5.51 -1.56
O -3.81 6.35 -0.58
O -4.54 5.64 -2.54
H 0.57 2.56 -2.63
H 0.43 3.88 -0.41
H -1.47 5.43 -0.17
H -3.36 3.68 -3.62
H -1.23 2.61 -4.19
*
```

(2)
Formula: C7H10
Source: the Open Molecules 2025 dataset
Level of theory: ωB97M-V/def2-TZVPD

Its energy above the lowest of the compared OMol25 structures with the same formula, charge and spin is 1.6657 eV. The SMILES is C[C@@H]1[C@@H]2C=CC[C@H]12. The calculation puts the highest occupied orbital energy at -8.84 eV.

```
! RIJCOSX wB97M-V def2-TZVPD def2/J DEFGRID3
* xyz 0 1
C -1.98 0.46 0.28
C -1.02 -0.60 -0.22
C 0.17 -0.93 0.65
C 0.87 0.30 1.19
C 1.49 0.97 0.22
C 1.41 0.27 -1.10
C 0.35 -0.78 -0.84
H -2.43 1.13 -0.46
H -2.79 -0.10 0.76
H -1.53 1.07 1.06
H -1.60 -1.44 -0.60
H 0.23 -1.85 1.22
H 0.85 0.61 2.23
H 2.04 1.91 0.34
H 1.20 0.91 -1.95
H 2.36 -0.25 -1.31
H 0.38 -1.68 -1.45
*
```

(3)
Formula: H24O12
Source: the Open Molecules 2025 dataset
Level of theory: ωB97M-V/def2-TZVPD

Its energy above the lowest of the compared OMol25 structures with the same formula, charge and spin is 1.3250 eV. The SMILES is O.O.O.O.O.O.O.O.O.O.O.O. The calculation puts the highest occupied orbital energy at -9.68 eV.

```
! RIJCOSX wB97M-V def2-TZVPD def2/J DEFGRID3
* xyz 0 1
O 9.68 12.83 11.35
H 10.34 13.09 10.70
H 8.88 13.33 11.12
O 8.54 10.12 11.94
H 7.60 10.07 11.79
H 8.77 11.05 11.82
O 9.10 16.12 11.16
H 8.70 16.83 10.64
H 9.47 15.51 10.51
O 7.37 13.23 14.08
H 7.19 13.34 13.14
H 8.21 13.70 14.22
O 9.41 15.30 13.92
H 9.73 16.17 14.16
H 9.30 15.33 12.95
O 10.57 11.25 14.07
H 11.22 11.89 14.38
H 10.39 11.51 13.16
O 7.94 12.56 9.16
H 8.34 11.87 9.71
H 8.64 12.84 8.54
O 6.66 13.20 11.14
H 5.81 12.74 11.22
H 6.82 13.24 10.18
O 12.96 12.12 10.72
H 12.57 13.00 10.57
H 13.86 12.16 10.38
O 10.50 12.90 7.97
H 10.95 12.78 7.12
H 10.74 12.08 8.48
O 11.82 14.71 10.17
H 11.94 14.73 9.21
H 11.70 15.63 10.44
O 10.90 10.53 9.51
H 11.53 9.90 9.13
H 11.40 11.03 10.20
*
```

(4)
Formula: C2H2FOSc
Source: the Open Molecules 2025 dataset
Level of theory: ωB97M-V/def2-TZVPD

Its energy above the lowest of the compared OMol25 structures with the same formula, charge and spin is 2.3869 eV. The calculation puts the highest occupied orbital energy at -21.92 eV.

```
! RIJCOSX wB97M-V def2-TZVPD def2/J DEFGRID3
* xyz 2 1
F 2.92 -0.57 0.88
O 2.07 0.67 0.46
Sc 1.43 -1.03 -0.51
C -0.73 -0.42 -0.24
C -1.70 0.32 0.07
H -2.64 0.69 0.48
H -1.35 0.35 -1.13
*
```

(5)
Formula: C36H48Cl2N7RuS2SbTe
Source: the Open Molecules 2025 dataset
Level of theory: ωB97M-V/def2-TZVPD

Its energy above the lowest of the compared OMol25 structures with the same formula, charge and spin is 0.9035 eV. The calculation puts the highest occupied orbital energy (spin up / spin down) at -14.60 / -15.46 eV.

```
! RIJCOSX wB97M-V def2-TZVPD def2/J DEFGRID3
* xyz 3 6
Ru -14.79 9.46 11.51
Cl -14.32 6.59 14.09
C -15.87 6.01 14.82
Cl -16.61 4.64 13.89
H -16.59 6.81 14.75
H -15.78 5.67 15.81
C -17.26 10.61 7.22
N -17.37 9.40 8.08
C -18.17 8.34 7.36
C -16.80 9.20 9.24
N -16.00 10.04 9.89
N -17.32 8.07 9.84
C -16.91 7.31 10.94
N -17.79 6.43 11.45
N -15.68 7.53 11.41
H -18.24 11.10 7.12
H -16.61 10.29 6.36
H -16.62 11.33 7.73
H -19.09 8.05 7.85
H -17.53 7.44 7.17
H -18.38 8.62 6.33
H -15.99 10.92 9.36
H -18.20 7.76 9.54
H -18.70 6.30 10.97
H -17.51 5.76 12.14
H -15.46 6.76 12.04
S -15.50 10.05 13.88
Sb -17.77 10.89 13.97
C -19.15 9.81 12.83
C -19.59 10.20 11.54
C -20.52 9.38 10.90
C -20.87 8.22 11.49
C -20.42 7.79 12.71
C -19.54 8.60 13.38
C -17.75 12.65 12.88
C -16.62 12.86 12.04
C -16.62 14.03 11.29
C -17.74 14.87 11.39
C -18.80 14.61 12.11
C -18.85 13.46 12.87
C -18.30 11.02 16.01
C -19.44 11.56 16.50
C -19.59 11.54 17.91
C -18.63 11.08 18.77
C -17.49 10.52 18.18
C -17.37 10.44 16.80
H -19.35 11.16 11.03
H -20.86 9.51 9.92
H -21.61 7.55 11.05
H -20.76 6.80 13.07
H -19.16 8.34 14.37
H -15.79 12.19 12.07
H -15.87 14.35 10.62
H -17.81 15.69 10.69
H -19.65 15.29 12.20
H -19.70 13.27 13.51
H -20.18 12.13 15.99
H -20.51 11.93 18.33
H -18.79 11.01 19.86
H -16.76 10.18 18.87
H -16.49 9.97 16.37
C -13.41 5.57 9.29
Te -13.84 7.54 8.67
C -12.30 7.23 7.25
C -11.61 5.82 7.54
C -10.65 5.29 6.69
C -10.19 3.98 6.82
C -10.73 3.20 7.86
C -11.77 3.67 8.66
C -12.19 5.02 8.47
H -14.26 4.93 9.00
H -13.46 5.37 10.32
H -11.47 7.88 7.20
H -12.54 7.19 6.17
H -10.34 5.93 5.81
H -9.39 3.65 6.12
H -10.43 2.19 8.00
H -12.25 3.09 9.42
C -12.05 12.22 11.26
N -12.23 12.05 12.69
C -12.59 13.39 13.30
C -12.26 10.82 13.26
S -12.61 9.37 12.38
N -11.89 10.67 14.51
C -11.96 9.51 15.31
C -11.01 11.67 15.15
H -13.05 12.28 10.74
H -11.49 11.39 10.84
H -11.52 13.14 11.10
H -13.10 13.93 12.53
H -11.69 14.04 13.53
H -13.28 13.31 14.14
H -11.09 8.86 15.27
H -12.86 8.90 15.13
H -12.02 9.81 16.37
H -10.35 12.26 14.45
H -10.28 11.15 15.76
H -11.50 12.35 15.85
*
```

(6)
Formula: C5H9NO2
Source: the Open Molecules 2025 dataset
Level of theory: ωB97M-V/def2-TZVPD

Its energy above the lowest of the compared OMol25 structures with the same formula, charge and spin is 6.6618 eV. The SMILES is C1=N\OCOCCC/1. The calculation puts the highest occupied orbital energy at -9.18 eV.

```
! RIJCOSX wB97M-V def2-TZVPD def2/J DEFGRID3
* xyz 0 1
C 1.55 -1.13 -0.24
N 0.44 -1.80 0.00
O -0.73 -1.36 0.70
C -1.83 -0.96 -0.03
O -2.15 0.34 0.07
C -0.93 0.94 -0.29
C 0.43 1.08 0.48
C 1.77 0.46 0.12
H 2.35 -1.78 -0.57
H -2.72 -1.73 0.31
H -1.56 -1.12 -1.10
H -1.30 1.95 -0.50
H -0.46 0.22 -1.09
H 0.14 1.09 1.69
H 0.50 2.28 0.19
H 2.48 0.44 0.96
H 2.03 1.09 -0.70
*
```

(7)
Formula: C28H36Cu2N5O
Source: the Open Molecules 2025 dataset
Level of theory: ωB97M-V/def2-TZVPD

The calculation puts the highest occupied orbital energy at -21.80 eV.

```
! RIJCOSX wB97M-V def2-TZVPD def2/J DEFGRID3
* xyz 5 1
C -1.03 -5.13 -3.10
N -0.93 -3.61 -3.15
C 0.05 -3.09 -3.97
C 0.50 -1.88 -3.59
C -0.11 -1.06 -2.64
C -1.22 -1.64 -2.01
C -1.62 -2.90 -2.26
C 0.45 0.35 -2.47
C 1.83 0.60 -2.38
C 2.25 1.86 -2.24
N 1.40 2.91 -2.22
C 0.04 2.72 -2.17
C -0.45 1.43 -2.34
C 1.98 4.23 -1.98
H -0.96 -5.60 -2.12
H -0.37 -5.63 -3.81
H -2.04 -5.34 -3.45
H 0.55 -3.82 -4.59
H 1.43 -1.69 -4.11
H -1.60 -1.08 -1.18
H -2.47 -3.38 -1.79
H 2.44 -0.28 -2.25
H 3.30 2.03 -2.07
H -0.54 3.63 -2.12
H -1.50 1.17 -2.30
H 2.79 4.21 -1.25
H 1.24 4.95 -1.63
H 2.45 4.47 -2.94
C 0.20 -5.39 1.08
N 0.47 -3.95 1.24
C -0.58 -3.12 0.94
C -0.31 -1.75 1.06
C 0.95 -1.25 1.49
C 1.96 -2.19 1.65
C 1.70 -3.54 1.54
C 1.22 0.21 1.53
C 2.19 0.78 2.29
C 2.52 2.12 2.25
N 1.73 2.91 1.41
C 0.68 2.45 0.67
C 0.46 1.07 0.71
C 1.96 4.37 1.40
H -0.85 -5.53 1.33
H 0.83 -5.93 1.78
H 0.36 -5.85 0.10
H -1.53 -3.44 0.53
H -1.12 -1.12 0.73
H 2.95 -1.76 1.67
H 2.51 -4.26 1.59
H 2.81 0.15 2.91
H 3.11 2.68 2.96
H 0.13 3.10 0.01
H -0.39 0.81 0.10
H 1.03 4.84 1.70
H 2.31 4.65 0.40
H 2.74 4.67 2.10
Cu -2.87 1.32 -0.74
Cu -1.59 3.11 -0.11
O -1.24 1.54 -0.44
H -1.13 0.76 0.14
C -3.37 1.21 4.11
C -2.56 2.32 3.46
C -2.29 1.99 1.95
C -1.70 0.66 1.79
N -1.28 -0.42 1.61
H -3.40 1.30 5.19
H -2.72 0.34 4.08
H -4.34 0.98 3.66
H -1.61 2.51 3.95
H -3.13 3.25 3.43
H -1.58 2.78 1.68
H -3.05 2.20 1.20
*
```

Q: Which E values were calculated for the entries above? A: -246824.2760, -7419.3691, -24960.3694, -27545.4038, -111642.1125, -10909.9138, -128320.8272, in eV.